Molecular formula: C2H4BrClIN
Method: DFT, ωB97M-V with the def2-TZVPD basis set

Geometry as XYZ:
```
10
Properties=species:S:1:pos:R:3:forces:R:3:nbo_charge:R:1
C 1.4643 0.2314 -0.8693 -0.56 1.51 3.34 -0.45
C -0.6172 -0.7175 -0.2515 -1.05 -2.04 -0.12 0.11
N 0.0404 0.0710 -0.8769 0.73 2.14 -1.33 -0.41
Cl -1.7659 0.3689 2.0865 -0.20 0.22 0.44 -0.24
Br 0.1941 -2.1296 0.9024 -0.45 0.11 0.03 -0.12
I -2.9900 2.3188 1.8344 0.01 -0.02 0.00 0.25
H 1.8455 -0.4782 -0.1565 0.63 -0.49 0.30 0.19
H 1.7799 -0.0739 -1.8213 1.01 0.61 -1.42 0.22
H 1.7221 1.2675 -0.3548 -0.30 -1.82 -2.02 0.22
H -1.6732 -0.8585 -0.4932 0.18 -0.23 0.78 0.21
```
Positions in Å, forces in eV/Å.

Properties
Lowest unoccupied orbital energy   -1.45 eV
ΔE to the lowest compared entry with this formula, charge and spin   0.273 eV
SMILES   C/N=C\Br.ClI
HOMO level   -9.7 eV
Frontier orbital gap   0.30316 hartree